No. 1
The following is a DFT calculation (ωB97M-V/def2-TZVPD) of a single C6H10N4O molecule in a non-equilibrium geometry.

Last column: Löwdin charge in e.
CARTESIAN COORDINATES (ANGSTROEM)
C 0.5455 1.4696 0.6929  -0.338
C -0.3147 -1.2199 0.8992  -0.336
C 1.3187 2.5827 0.8052  0.036
C -0.4827 -2.5236 0.9681  0.067
C -0.6874 -0.9550 -1.4801  -0.475
C -0.3369 -0.0807 -2.6609  -0.005
N -0.5379 1.0588 1.5398  0.011
N 0.9022 0.5212 -0.3418  0.049
N -0.3468 -0.3001 2.0075  0.051
N -0.0004 -0.5775 -0.3040  -0.035
O -1.3948 -1.8976 -1.5515  0.101
H 2.1772 2.6852 0.1813  0.038
H 1.0792 3.4698 1.3306  0.032
H -0.0744 -3.2759 0.3306  0.066
H -0.8987 -2.9271 1.8812  0.062
H -0.9077 0.8481 -2.7639  0.085
H -0.6193 -0.5940 -3.5940  0.088
H 0.7246 0.2166 -2.5833  0.075
H -0.9083 1.6778 2.2123  0.115
H 1.9456 0.2126 -0.1078  0.198
H -1.1830 -0.3911 2.5384  0.114

**Orbital gap**: 8.70 eV
**ΔE to the lowest compared entry with this formula, charge and spin**: 329.42 kJ/mol
**LUMO level**: 0.030 Ha
**SMILES**: C=c1[nH][nH]c(=C)n(C(C)=O)[nH]1


No. 2
The following is a DFT calculation (ωB97M-V/def2-TZVPD) of a molecular structure, C14H12B2Ba2Br6O16 in a non-equilibrium geometry.

Last column: Löwdin charge in e.
CARTESIAN COORDINATES (ANGSTROEM)
Ba 2.7924 -3.7127 -4.3832  2.036
Ba 2.6762 -5.1508 2.0605  2.003
O -2.4125 2.1237 0.1886  0.146
C -2.2176 0.9726 -0.1334  -0.408
O -1.0814 0.4281 -0.2520  0.231
B -1.2265 -1.0014 -0.6282  -0.838
O -2.6620 -1.2672 -0.7078  0.250
C -3.2851 -0.1028 -0.6750  -0.321
O -4.4852 0.0753 -0.7070  0.163
O -0.6022 -1.9116 0.3078  0.292
C 0.3109 -2.6459 -0.2300  -0.313
O 1.0288 -3.5292 0.2990  -0.098
C 0.4493 -2.1571 -1.7046  -0.279
O -0.3851 -1.1781 -1.8566  0.299
O 1.2375 -2.6010 -2.6064  -0.227
O 10.3999 -2.4528 -0.0530  0.178
C 9.3014 -2.9896 -0.1190  -0.329
O 8.0869 -2.3999 0.0530  0.205
B 7.0375 -3.4096 -0.2906  -0.815
O 7.6814 -4.7168 -0.2721  0.192
C 9.0419 -4.4880 -0.4283  -0.263
O 10.0125 -5.2648 -0.5991  0.148
O 5.9603 -3.5020 0.7686  0.236
C 4.8514 -3.0202 0.2179  -0.428
O 3.8507 -2.8251 0.8088  0.019
C 5.0940 -2.8709 -1.2790  -0.410
O 6.2934 -3.1016 -1.5497  0.312
O 4.2026 -2.7305 -2.1134  -0.065
Br -3.7473 2.3717 -4.5362  0.590
C -2.9171 3.5491 -3.2489  -0.732
C -3.7165 4.8405 -2.9870  -0.602
Br -3.7260 5.7149 -4.7813  0.571
H -1.9453 3.8094 -3.6685  0.040
H -2.7944 2.9796 -2.3276  0.027
H -3.4106 5.5388 -2.2080  0.068
H -4.7523 4.6242 -2.7254  0.048
Br -6.1214 4.9121 1.5065  0.557
C -6.5500 3.1559 0.6888  -0.644
C -5.6789 2.1298 1.3456  -0.692
Br -5.9557 2.1388 3.3050  0.567
H -6.4009 3.3476 -0.3738  0.050
H -7.6276 3.0544 0.8175  0.057
H -4.6672 2.4175 1.0596  0.032
H -5.9734 1.1428 0.9891  0.048
Br -2.4662 2.0600 5.6187  0.543
C -0.8194 1.0682 4.8723  -0.608
C -0.6978 1.3596 3.3688  -0.624
Br 0.9515 0.4658 2.7582  0.594
H -1.0617 0.0469 5.1661  0.037
H 0.0534 1.3053 5.4806  0.052
H -0.5180 2.4086 3.1337  0.065
H -1.4085 0.9881 2.6306  0.036

**Orbital gap**: 3.41 eV
**ΔE to the lowest compared entry with this formula, charge and spin**: 237.38 kJ/mol
**LUMO level**: -0.306 Ha
**Total charge**: +2


No. 3
The following is a DFT calculation (ωB97M-V/def2-TZVPD) of a molecular structure, C19H30BaN5O5S5Sb in a non-equilibrium geometry.

Last column: Löwdin charge in e.
CARTESIAN COORDINATES (ANGSTROEM)
Ba 1.4565 -0.7230 0.7059  1.650
O 3.9475 0.4658 1.1289  -0.262
C 4.0725 1.3034 2.3545  -0.185
C 2.7542 1.9736 2.7227  -0.196
N 1.6785 0.9927 2.9499  -0.260
C 1.9313 0.0823 4.0977  -0.089
C 2.6018 -1.2788 3.7791  -0.642
O 3.2476 -1.8662 4.6595  -0.017
O 2.4485 -1.8380 2.6315  -0.336
C 0.3452 1.6272 3.0470  -0.127
C -0.8176 0.6644 2.5721  -0.781
O -1.9896 1.1116 2.6152  -0.106
O -0.6104 -0.4749 2.0524  -0.319
H 4.0771 1.0696 0.3822  0.001
H 4.8018 2.1141 2.1705  0.117
H 4.4765 0.6474 3.1429  0.119
H 2.4529 2.6377 1.8987  0.123
H 2.8928 2.6208 3.6154  0.122
H 0.9458 -0.1357 4.5673  0.137
H 2.5682 0.6030 4.8403  0.123
H 0.3637 2.5587 2.4596  0.104
H 0.0966 1.9198 4.0832  0.118
S 4.3011 -0.1073 -3.5588  0.292
C 3.4781 -0.3058 -2.1500  -1.899
S 3.5257 -1.7923 -1.3142  0.281
S 2.5361 1.0786 -1.5587  0.249
N 0.4223 0.0254 -3.4859  0.076
C -0.0164 -1.2111 -3.1979  -0.688
N 0.2728 -1.8043 -2.0348  0.044
C -0.2875 -3.0757 -2.0626  -0.336
C -1.0483 -3.4005 -3.1713  -0.415
S -1.0475 -2.1142 -4.2962  0.977
C 0.0576 -3.9933 -0.9524  -0.337
C -0.1275 -5.3706 -0.9778  -0.430
S 0.5178 -6.0961 0.4165  0.965
C 0.9761 -4.4689 0.9987  -0.641
N 0.6559 -3.4674 0.1695  0.006
N 1.5876 -4.3011 2.1789  0.097
H 1.1785 0.4168 -2.8513  -0.068
H 0.3572 0.4000 -4.4209  0.100
H -1.5627 -4.3283 -3.3797  0.052
H -0.5332 -5.9667 -1.7835  0.054
H 1.9050 -5.1026 2.7000  0.088
H 1.9583 -3.3248 2.4360  0.062
C -3.9297 3.6808 -0.6668  -0.216
C -3.2176 2.8857 0.4295  -0.424
Sb -1.4535 1.7115 -0.2330  1.472
C -2.5883 -0.1085 -0.7514  -0.380
C -3.9606 0.0828 -1.4056  -0.190
C -1.1451 2.7169 -2.2168  -0.424
C -2.0052 2.2383 -3.3893  -0.216
H -4.7921 4.2274 -0.2514  0.053
H -4.3187 3.0320 -1.4588  0.040
H -3.2712 4.4314 -1.1236  0.050
H -3.8090 2.0810 0.8902  0.031
H -2.7803 3.5036 1.2398  0.035
H -2.6198 -0.5887 0.2400  0.044
H -1.8874 -0.6493 -1.3943  0.012
H -4.6288 0.6974 -0.7880  0.049
H -4.4493 -0.8962 -1.5203  0.059
H -3.9092 0.5245 -2.4093  0.044
H -0.0648 2.5085 -2.3110  -0.009
H -1.3124 3.7677 -1.9376  0.018
H -1.9679 1.1536 -3.5461  0.034
H -1.6828 2.7034 -4.3328  0.055
H -3.0546 2.5311 -3.2434  0.040

**Orbital gap**: 4.83 eV
**ΔE to the lowest compared entry with this formula, charge and spin**: 0.00 kJ/mol
**LUMO level**: 0.144 Ha
**Total charge**: -2


No. 4
The following is a DFT calculation (ωB97M-V/def2-TZVPD) of a molecular structure, C16H13Br3F24O3 in a non-equilibrium geometry.

Last column: Löwdin charge in e.
CARTESIAN COORDINATES (ANGSTROEM)
C 4.0223 -2.1680 -9.1754  -0.095
C 3.3527 -3.0749 -10.2253  -0.449
C 2.8522 -2.2634 -11.5101  -0.340
F 2.4551 -2.9214 -12.5599  0.127
F 1.7557 -1.5780 -11.1441  0.096
F 4.2524 -3.9819 -10.6114  0.131
F 2.3060 -3.7109 -9.6598  0.133
O 3.1142 -1.4356 -8.4289  0.010
C 3.4244 -0.6138 -7.2675  -0.462
C 2.1409 -0.3012 -6.5366  -0.384
F 1.4881 -1.4033 -6.3086  0.158
F 2.3015 0.3744 -5.4145  0.130
F 4.3533 -1.2642 -6.4366  0.111
F 3.8791 0.5214 -7.6821  0.199
H 4.8528 -1.6693 -9.6751  0.148
H 4.3907 -2.8985 -8.4552  0.145
H 3.6230 -1.6131 -11.9238  0.165
H 1.5698 0.4159 -7.1263  0.177
C -3.2979 -1.6380 1.5609  -0.073
C -4.8525 -1.7851 1.4047  -0.479
C -5.3862 -3.2127 1.1513  -0.303
F -5.5391 -3.9170 2.2611  0.117
F -6.5016 -3.3485 0.3601  0.075
F -5.3467 -1.2751 2.4685  0.192
F -5.1204 -1.1047 0.2533  0.116
O -2.6168 -2.0152 0.3877  -0.001
C -1.1620 -2.1549 0.6005  -0.441
C -0.4675 -2.4380 -0.7145  -0.351
F 0.8654 -2.6567 -0.4958  0.088
F -0.9660 -3.4343 -1.3591  0.172
F -0.6708 -1.0053 1.0774  0.151
F -0.8583 -3.1260 1.5401  0.118
H -2.8326 -2.2622 2.3237  0.140
H -3.0697 -0.6023 1.8127  0.144
H -4.6309 -3.7425 0.5709  0.162
H -0.4978 -1.5242 -1.3079  0.175
C -0.2147 1.3917 8.0476  -0.017
C -1.0380 2.0871 6.9474  -0.417
C -1.3222 3.6199 7.0540  -0.285
F -0.3626 4.4320 6.5645  0.098
F -2.5445 4.0879 6.6687  0.084
F -0.7763 1.7764 5.6463  0.112
F -2.1914 1.4015 7.1083  0.088
O -0.3040 1.9348 9.4330  0.015
C 0.9285 2.2248 10.0620  -0.474
C 0.6024 2.8235 11.4602  -0.274
F 1.6587 2.9762 12.2441  0.128
F -0.0685 4.0363 11.3274  0.054
F 1.4296 0.9522 10.3516  0.099
F 1.7035 2.9695 9.2763  0.178
H 0.7995 1.4760 7.6573  0.135
H -0.3780 0.3400 7.8124  0.149
H -1.3596 3.8146 8.1258  0.154
H -0.1472 2.2503 12.0057  0.171
C 0.0795 5.2661 -2.2302  -1.522
Br 0.0267 3.5000 -1.3875  0.547
Br -1.4068 5.4376 -3.5491  0.509
Br 1.8412 5.9856 -2.8814  0.512
H -0.1386 6.0443 -1.4988  -0.047

**Orbital gap**: 9.88 eV
**LUMO level**: -0.025 Ha


No. 5
The following is a DFT calculation (ωB97M-V/def2-TZVPD) of 2 unconnected molecules or ions with the total composition C3H6Si in a non-equilibrium geometry.

Last column: Löwdin charge in e.
CARTESIAN COORDINATES (ANGSTROEM)
C -1.2724 0.3007 0.0366  0.114
C 0.8128 1.2592 0.0307  -0.211
C -2.5039 -0.2112 0.0951  -0.065
Si 1.8330 -0.2826 0.0823  0.421
H 0.6585 1.7961 -0.9021  -0.083
H -3.2549 0.1317 0.7874  0.056
H -2.7796 -1.0123 -0.5737  0.059
H 3.1635 0.2645 0.3939  -0.087
H 1.9727 -1.1110 -1.1253  -0.112
H 1.3703 -1.1351 1.1751  -0.092

**Orbital gap**: 7.27 eV
**ΔE to the lowest compared entry with this formula, charge and spin**: 581.71 kJ/mol
**LUMO level**: -0.041 Ha


Which of these has the highest LUMO level?
C19H30BaN5O5S5Sb